1.
Density functional theory data (ωB97M-V/def2-TZVPD) for a cluster of 2 separate species, C31H55N4O3 in total.

Atoms and positions in Å:
C: -1.9505 5.5341 2.0546
C: -0.4361 5.0003 2.3919
C: 0.6644 5.2441 1.2013
C: 0.1044 5.0086 -0.3225
C: -0.6590 3.5767 -0.5651
C: 0.0722 2.2810 0.1337
C: -0.9952 1.0116 -0.0372
C: -0.2518 -0.3424 -0.6791
C: 0.8798 -0.7885 0.4199
C: 1.1852 -2.4067 0.4763
C: 0.1882 -3.2326 1.5190
C: 0.5645 -2.7616 3.0427
C: 1.0232 -3.9664 4.0541
C: -0.3105 -4.8550 4.5184
N: -1.2489 -5.6282 5.0125
C: 1.7149 -3.3863 5.4622
C: 2.9290 -2.3102 5.1877
C: 3.9014 -2.0265 6.4768
C: 5.4418 -2.5231 6.0883
O: 5.6801 -3.7979 6.7842
C: 5.0900 -4.9420 6.0653
C: 2.0862 -5.0425 3.4232
C: 1.3581 -6.4272 2.8324
N: 0.6317 -7.3646 2.2691
N: 3.0597 -4.4716 2.4162
C: 3.4952 -5.5742 1.6703
O: 3.9345 -6.6028 0.9083
H: -2.6391 4.6102 1.8462
H: -2.3560 6.0598 3.0287
H: -1.9613 6.2643 1.1343
H: -0.0624 5.6382 3.3292
H: -0.4488 3.8771 2.7591
H: 1.0657 6.3631 1.2482
H: 1.5587 4.5027 1.3839
H: -0.6082 5.9253 -0.5669
H: 1.0519 5.0541 -1.0384
H: -0.6885 3.3473 -1.7358
H: -1.7691 3.6023 -0.1584
H: 0.3404 2.4614 1.2780
H: 1.0940 1.9679 -0.3801
H: -1.3598 0.7754 1.0733
H: -1.9491 1.3156 -0.6621
H: -1.0201 -1.1851 -0.9671
H: 0.2529 0.0465 -1.6871
H: 0.5108 -0.3644 1.4715
H: 1.9152 -0.2369 0.2051
H: 1.1628 -2.9001 -0.6101
H: 2.3250 -2.5040 0.8187
H: -0.9123 -2.8419 1.2746
H: 0.1745 -4.3888 1.3404
H: -0.4361 -2.3033 3.5053
H: 1.3138 -1.8671 2.9564
H: 2.0590 -4.2472 6.1828
H: 0.8695 -2.7842 6.0511
H: 2.3923 -1.2778 4.9209
H: 3.5412 -2.5893 4.2034
H: 3.4725 -2.5432 7.4354
H: 3.9484 -0.8416 6.6059
H: 5.5916 -2.7064 4.9348
H: 6.1764 -1.6534 6.3910
H: 5.9176 -5.7989 6.0459
H: 4.7202 -4.7039 4.9791
H: 4.1443 -5.2787 6.7102
H: 2.7486 -5.4292 4.3379
C: -1.7109 3.7192 -5.1888
C: -2.8030 2.6929 -4.8149
C: -3.9665 2.7719 -5.8377
C: -3.6504 2.2290 -7.2272
C: -2.5833 1.1415 -7.2335
C: -2.4087 0.3920 -5.8879
N: -2.1174 1.3872 -4.8407
O: -1.9192 0.8216 -3.5897
C: -1.1724 -0.5316 -6.0615
C: -3.6421 -0.5022 -5.6264
C: -3.4079 3.1378 -3.4520
H: -0.8942 3.7115 -4.4596
H: -2.1141 4.7390 -5.2170
H: -1.2731 3.5148 -6.1701
H: -4.8311 2.2223 -5.4454
H: -4.3135 3.8110 -5.9401
H: -4.5762 1.8427 -7.6718
H: -3.3254 3.0475 -7.8802
H: -2.7999 0.4342 -8.0449
H: -1.6286 1.6084 -7.5087
H: -0.2578 0.0566 -6.2049
H: -1.2859 -1.1798 -6.9394
H: -1.0199 -1.1861 -5.1951
H: -3.7807 -1.2158 -6.4492
H: -4.5726 0.0660 -5.5365
H: -3.5299 -1.0938 -4.7116
H: -3.8437 4.1426 -3.5285
H: -2.6532 3.1866 -2.6595
H: -4.2073 2.4613 -3.1273

net charge: -1
spin multiplicity: 1

2.
Density functional theory data (ωB97M-V/def2-TZVPD) for a structure of composition C7H11CrF3MgN3O9PS.

Atoms and positions in Å:
Cr: -2.4024 1.3300 -0.7789
Mg: -0.4921 -0.6275 1.5336
O: -1.8691 1.4562 -2.6391
H: -1.9278 0.8044 -3.3397
O: -0.8112 0.2374 -0.2186
H: -0.3181 -0.3504 -0.7700
C: 1.3840 3.4539 -0.5849
F: 1.4433 3.2788 0.7174
F: 2.3079 4.3155 -1.0683
F: 1.6327 2.3211 -1.2476
S: -0.3195 4.0586 -1.0197
O: -1.1907 3.0089 -0.4088
O: -0.4373 5.4220 -0.5659
O: -0.4559 3.9291 -2.4547
P: -3.7957 -0.2378 1.0475
O: -2.5083 -0.7380 1.7342
O: -3.0637 1.2213 1.0178
O: -4.5310 0.4522 2.2172
O: -3.7737 -0.0261 -0.4927
C: 1.0552 -4.7911 1.5352
C: 0.3259 -3.6331 1.0236
N: -0.2316 -2.7189 0.6117
H: 0.4702 -5.2603 2.3307
H: 1.9999 -4.5437 2.0130
H: 1.0430 -5.5303 0.7354
C: 3.4966 0.5633 3.1768
C: 2.5139 0.1412 2.1551
N: 1.7502 -0.2620 1.3951
H: 3.0746 1.3905 3.7496
H: 4.3818 0.9689 2.6941
H: 3.6201 -0.3256 3.7940
C: -0.5177 -1.6707 -2.4996
C: -0.2351 -1.3214 -3.8953
N: -0.0010 -1.0540 -4.9864
H: -1.4571 -1.2354 -2.1569
H: 0.2927 -1.2697 -1.8973
H: -0.4531 -2.7573 -2.4579

net charge: -1
spin multiplicity: 4

3.
Density functional theory data (ωB97M-V/def2-TZVPD) for a cluster of 2 separate species, C6H11N2O in total.

Atoms and positions in Å:
C: 1.9441 1.6241 0.3926
C: 0.4974 1.7951 0.4751
C: 2.4452 0.4419 0.8017
C: 2.6026 -0.7454 1.2778
C: -1.2981 -1.8589 -1.5435
C: -1.7918 1.0166 0.7816
N: -0.4953 -1.0608 -0.9953
N: -0.3788 0.8541 0.6903
O: -1.1847 -2.1156 -2.8574
H: 2.5693 2.4024 0.1376
H: 0.1538 2.9123 0.5334
H: 2.3584 -1.5051 0.4964
H: 2.9255 -1.0577 2.2816
H: -2.0991 -2.3450 -0.9661
H: -1.9776 0.6086 1.8379
H: -2.0226 2.1537 0.7560
H: -2.4288 0.4044 0.1149
H: 0.1157 -0.6375 -1.7052
H: -0.0802 -0.1250 0.5450
H: -1.8552 -2.7620 -3.0543

net charge: +1
spin multiplicity: 1

4.
Density functional theory data (ωB97M-V/def2-TZVPD) for a structure of composition C7H21O5.

Atoms and positions in Å:
C: 0.8633 1.3024 0.7803
O: 2.1697 0.8222 0.6130
C: 0.1294 0.2933 1.7917
C: -1.1457 -0.2570 1.2109
C: -1.1051 -1.3204 0.1468
C: -2.2245 -1.6008 -0.6028
C: 0.1506 -2.1032 0.2125
C: 0.8721 -1.7890 -1.0504
H: 0.5621 1.0067 -0.2706
H: 0.8198 2.3710 0.9841
H: 0.1143 0.5910 2.7844
H: 0.8666 -0.5385 1.8385
H: -1.6706 0.6082 0.7148
H: -1.6767 -0.6893 2.1096
H: -2.0655 -2.5480 -1.1536
H: -3.1696 -1.2340 -0.4975
H: 0.8233 -2.1204 1.1338
H: -0.0582 -3.1832 0.3522
H: 1.8620 -2.2769 -1.1220
H: 0.4961 -1.9032 -2.0952
H: 1.0082 -0.6628 -1.0694
H: -3.4758 1.5729 -2.1342
H: -1.9408 2.2392 -1.6959
O: -2.9973 2.3217 -1.8355
H: 2.2596 -0.8888 3.3987
H: 0.9043 -0.7094 3.7474
O: 1.4982 -1.4057 3.6882
H: 2.6187 1.6103 0.0798
H: 2.2450 1.2451 -2.2132
O: 1.9753 2.1011 -2.0379
H: -0.8369 2.6766 -3.2543
H: 0.7043 2.1543 -2.2236
O: -0.5762 2.3149 -2.3305

net charge: -1
spin multiplicity: 1

5.
Density functional theory data (ωB97M-V/def2-TZVPD) for a structure of composition C40H47NO13Si2.

Atoms and positions in Å:
C: 4.3838 -4.2591 2.4359
C: 5.5094 -3.2806 2.7756
O: 4.9927 -1.9994 3.0896
C: 5.2868 -0.9745 2.1762
C: 4.1396 0.0494 2.1020
O: 3.2588 -0.1034 3.1788
C: 2.1108 0.7256 3.0326
Si: 0.8985 -0.1004 1.8292
O: -0.6019 -0.2021 2.5033
Si: -2.0671 -0.2640 1.7085
C: -2.4795 -2.0046 1.1982
C: -1.2486 -2.8302 0.8017
C: -1.5819 -4.2104 0.2584
C: -0.3817 -4.8824 -0.4249
C: 0.8330 -5.0599 0.4763
N: 0.5145 -5.8716 1.6569
H: 4.5076 -5.2074 2.9568
H: 4.3206 -4.4667 1.3680
H: 3.4371 -3.8213 2.7498
H: 6.0675 -3.6317 3.6456
H: 6.2234 -3.2074 1.9505
H: 5.4267 -1.3991 1.1748
H: 6.2259 -0.4768 2.4461
H: 4.5481 1.0685 2.0849
H: 3.6001 -0.0782 1.1556
H: 1.6631 0.8157 4.0224
H: 2.3869 1.7361 2.7066
H: 1.4204 -1.4664 1.5848
H: 0.8518 0.6028 0.5224
H: -1.9991 0.6328 0.5332
H: -3.0782 0.2624 2.6448
H: -3.0514 -2.5148 1.9768
H: -3.1464 -1.9392 0.3318
H: -0.6905 -2.2845 0.0280
H: -0.5700 -2.9026 1.6548
H: -1.9173 -4.8688 1.0627
H: -2.3650 -4.1251 -0.4925
H: -0.6753 -5.8617 -0.8054
H: -0.0745 -4.2555 -1.2698
H: 1.2423 -4.0777 0.7440
H: 1.6135 -5.5805 -0.0807
H: 1.3623 -6.2446 2.0642
H: 0.0851 -5.2986 2.3738
C: 5.3184 4.0867 -2.4017
C: 4.2941 3.6157 -1.6960
C: 4.3315 2.2475 -1.1265
O: 3.3747 1.7736 -0.5465
C: 5.5537 1.4377 -1.3361
C: 6.5686 1.8985 -2.0600
C: 6.5328 3.2607 -2.6477
O: 7.4576 3.6941 -3.2989
H: 5.3203 5.0757 -2.8418
H: 3.3900 4.1844 -1.5192
H: 5.5602 0.4552 -0.8866
H: 7.4592 1.3150 -2.2538
C: -3.3001 -4.7692 -4.9712
C: -3.2285 -3.9823 -3.9020
C: -4.2550 -4.0362 -2.8334
O: -4.1763 -3.3258 -1.8533
C: -5.3719 -5.0004 -2.9994
C: -5.4486 -5.7847 -4.0703
C: -4.4188 -5.7320 -5.1417
O: -4.4902 -6.4500 -6.1148
H: -2.5561 -4.7532 -5.7572
H: -2.4207 -3.2779 -3.7502
H: -6.1052 -5.0218 -2.2032
H: -6.2509 -6.4964 -4.2176
C: 3.9229 -2.5997 -4.1664
C: 2.7187 -3.1386 -4.3319
C: 1.5793 -2.7691 -3.4511
O: 0.4810 -3.2569 -3.6098
C: 1.8342 -1.7786 -2.3747
C: 3.0375 -1.2384 -2.2080
C: 4.1752 -1.6067 -3.0933
O: 5.2699 -1.1065 -2.9331
H: 4.7684 -2.8506 -4.7944
H: 2.5045 -3.8642 -5.1063
H: 0.9899 -1.5269 -1.7443
H: 3.2421 -0.5116 -1.4296
C: -6.4286 3.0960 2.3965
C: -6.6803 4.1423 3.1773
C: -5.5911 5.0556 3.6090
O: -5.8211 6.0206 4.3083
C: -4.2146 4.7574 3.1439
C: -3.9647 3.7154 2.3565
C: -5.0504 2.8027 1.9213
O: -4.8233 1.8495 1.2089
H: -7.2007 2.4129 2.0659
H: -7.6742 4.3826 3.5330
H: -3.4424 5.4387 3.4703
H: -2.9710 3.4845 1.9942
C: -4.4049 9.8542 1.6858
C: -3.8156 8.7410 2.1123
C: -3.0932 7.8472 1.1722
O: -2.5621 6.8278 1.5610
C: -3.0569 8.2347 -0.2600
C: -3.6445 9.3488 -0.6858
C: -4.3634 10.2492 0.2541
O: -4.8974 11.2637 -0.1355
H: -4.9418 10.5213 2.3479
H: -3.8407 8.4266 3.1484
H: -2.5284 7.5611 -0.9224
H: -3.6331 9.6567 -1.7235

net charge: 0
spin multiplicity: 1

6.
Density functional theory data (ωB97M-V/def2-TZVPD) for a cluster of 8 separate species, C45H77N3O31PS in total.

Atoms and positions in Å:
C: -0.9769 -4.9630 6.3310
C: -1.9562 -5.5120 5.2956
C: -1.3672 -5.5204 3.8698
C: -1.6827 -4.1939 3.1682
C: -0.5831 -3.7360 2.1762
C: -0.7187 -2.2455 1.9821
C: -1.3826 -1.7826 0.8697
N: -1.5764 -0.4666 0.6460
C: -2.3274 -0.1381 -0.5904
C: -1.4182 0.3460 -1.6929
O: -1.6453 1.3501 -2.2685
O: -0.3736 -0.4737 -1.9695
C: -0.4435 -0.9458 -3.3125
C: 0.6498 -0.6433 -4.2693
O: -1.4213 -1.5521 -3.6067
C: -1.1354 0.4886 1.4944
C: -1.4195 1.9311 1.1649
C: -0.1763 2.8459 1.0878
S: -0.4163 4.1393 -0.1817
C: 1.1306 4.0828 -0.9824
N: 1.5816 5.1070 -1.6336
N: 2.8206 4.7033 -2.1287
C: 3.0038 3.4880 -1.7397
O: 1.9489 3.0091 -1.0079
C: -0.4284 0.0845 2.6482
C: 0.0720 1.1000 3.6537
C: -1.1410 1.8299 4.3109
C: -1.1231 1.7698 5.8230
O: -0.0753 2.5149 6.3999
C: -0.3860 3.8972 6.4779
C: -0.2139 -1.2781 2.8802
C: 0.5432 -1.8002 4.0735
O: 0.2057 -1.5515 5.1840
O: 1.5870 -2.6150 3.8687
C: 2.4364 -2.2599 2.7649
P: 3.6557 -3.5492 2.3605
O: 3.8372 -3.4954 0.9043
O: 5.0293 -3.2691 3.1039
O: 3.1030 -4.9610 2.8329
H: -0.2331 -5.7028 6.6157
H: -1.4900 -4.5898 7.2115
H: -0.4379 -4.1324 5.8758
H: -2.3847 -6.4717 5.5710
H: -2.7944 -4.8128 5.2642
H: -0.3035 -5.7424 3.8780
H: -1.9186 -6.2972 3.3423
H: -1.7263 -3.4214 3.9435
H: -2.6528 -4.1833 2.6776
H: 0.3995 -4.0115 2.5283
H: -0.7974 -4.1907 1.2113
H: -1.7589 -2.4815 0.1396
H: -2.8922 -1.0204 -0.8702
H: -3.0430 0.6361 -0.3551
H: 1.5910 -0.4562 -3.7659
H: 0.3374 0.1907 -4.8931
H: 0.7358 -1.5124 -4.9131
H: -1.9833 2.0636 0.2516
H: -2.0556 2.3083 1.9613
H: 0.7528 2.3165 0.9101
H: -0.0852 3.3834 2.0238
H: 3.8629 2.8861 -1.9657
H: 0.6451 0.6242 4.4383
H: 0.7325 1.8104 3.1733
H: -2.0642 1.3427 3.9927
H: -1.2047 2.8503 3.9403
H: -2.0838 2.1434 6.1955
H: -1.0561 0.7365 6.1572
H: -0.5711 4.3240 5.4902
H: 0.5005 4.3838 6.8680
H: -1.2461 4.0690 7.1239
H: 1.9072 -2.0912 1.8314
H: 3.0059 -1.3658 3.0222
H: 5.6940 -3.1798 2.4046
H: 3.7439 -5.3818 3.4249
C: -4.8967 -3.3473 -9.5459
O: -4.0272 -3.8504 -8.5254
C: -3.3423 -2.9081 -7.8817
O: -3.4023 -1.7243 -8.0844
O: -2.5804 -3.5029 -6.9624
C: -1.7958 -2.5943 -6.1879
H: -5.3984 -4.2014 -9.9909
H: -5.6456 -2.6826 -9.1190
H: -4.3255 -2.8300 -10.3135
H: -2.4349 -1.9094 -5.6482
H: -1.1074 -2.0456 -6.8326
H: -1.2271 -3.1902 -5.4830
C: -2.1948 -8.1761 0.5860
O: -1.2618 -7.7765 -0.4241
C: -1.1378 -6.4690 -0.5790
O: -1.7290 -5.6176 0.0452
O: -0.2449 -6.2389 -1.5409
C: -0.0374 -4.8541 -1.7925
H: -2.1895 -9.2612 0.5982
H: -1.8863 -7.8036 1.5610
H: -3.1954 -7.8236 0.3445
H: 0.3447 -4.3548 -0.9018
H: -0.9597 -4.3806 -2.1299
H: 0.7057 -4.7797 -2.5816
C: 5.5394 0.3094 8.6522
O: 4.2642 -0.2431 8.9875
C: 3.2963 0.0372 8.1189
O: 3.4176 0.6907 7.1121
O: 2.1734 -0.5328 8.5456
C: 1.0474 -0.2920 7.6951
H: 6.2241 0.0047 9.4378
H: 5.8889 -0.0816 7.6985
H: 5.4906 1.3959 8.6188
H: 1.2257 -0.6908 6.7050
H: 0.8284 0.7722 7.6452
H: 0.1988 -0.8109 8.1352
C: -10.9205 -5.4937 -6.1748
O: -9.8395 -5.9439 -6.9946
C: -8.6624 -5.3978 -6.7003
O: -8.4545 -4.5896 -5.8323
O: -7.7516 -5.8995 -7.5330
C: -6.4311 -5.3938 -7.3292
H: -11.8082 -6.0142 -6.5213
H: -10.7409 -5.7437 -5.1310
H: -11.0658 -4.4210 -6.2856
H: -6.0743 -5.6402 -6.3308
H: -6.4069 -4.3188 -7.4852
H: -5.7844 -5.8720 -8.0578
C: -6.7689 5.7946 -0.8360
O: -5.5308 5.1728 -1.1988
C: -5.6690 4.0418 -1.8864
O: -6.7060 3.5254 -2.2030
O: -4.4472 3.5722 -2.1615
C: -4.4420 2.3518 -2.9044
H: -6.5126 6.6958 -0.2873
H: -7.3371 6.0631 -1.7236
H: -7.3560 5.1375 -0.1976
H: -4.9249 2.4793 -3.8711
H: -4.9394 1.5595 -2.3418
H: -3.4049 2.0841 -3.0572
C: 8.4320 7.1807 1.1200
O: 7.0836 6.8142 1.4341
C: 6.2204 7.0085 0.4408
O: 6.4876 7.4468 -0.6484
O: 5.0117 6.6333 0.8539
C: 3.9804 6.7938 -0.1292
H: 9.0228 6.9738 2.0070
H: 8.8087 6.5859 0.2900
H: 8.4970 8.2404 0.8829
H: 4.1903 6.1925 -1.0046
H: 3.8744 7.8409 -0.4066
H: 3.0540 6.4552 0.3263
C: 7.5442 7.6981 -3.3430
O: 8.3701 7.2775 -4.4390
C: 9.6107 7.7529 -4.4017
O: 10.0691 8.4734 -3.5535
O: 10.2664 7.2915 -5.4686
C: 11.6239 7.7282 -5.5557
H: 6.5691 7.2439 -3.4888
H: 7.9549 7.3594 -2.4009
H: 7.4372 8.7810 -3.3405
H: 12.1947 7.3848 -4.6950
H: 11.6750 8.8125 -5.6317
H: 12.0339 7.2853 -6.4586

net charge: +1
spin multiplicity: 1

| no. | total energy (hartree) | largest force on an atom (eV/A) |
| --- | --- | --- |
| 1 | -1658.3234 | 12.41 |
| 2 | -3398.5664 | 10.50 |
| 3 | -419.6329 | 3.58 |
| 4 | -655.4062 | 6.10 |
| 5 | -3164.1245 | 0.68 |
| 6 | -4997.0008 | 2.15 |